{"formula": "C32H50I2N8O4PSeV", "method": "ωB97M-V with the def2-TZVPD basis set", "elements": ["V", "I", "C", "I", "H", "H", "N", "C", "N", "C", "N", "N", "C", "N", "C", "C", "C", "C", "C", "N", "H", "H", "H", "H", "H", "H", "H", "H", "C", "C", "C", "C", "N", "C", "Se", "N", "C", "C", "C", "C", "C", "C", "C", "C", "C", "C", "H", "H", "H", "H", "H", "H", "H", "H", "H", "H", "H", "H", "H", "H", "H", "H", "H", "H", "H", "H", "H", "H", "C", "C", "C", "C", "O", "P", "O", "O", "O", "C", "C", "C", "C", "H", "H", "H", "H", "H", "H", "H", "H", "H", "H", "H", "H", "H", "H", "H", "H", "H", "H"], "positions_angstrom": [[1.00, -0.59, 0.40], [3.81, -1.62, 3.76], [2.96, -0.15, 5.02], [2.04, 1.50, 4.06], [3.77, 0.25, 5.62], [2.22, -0.63, 5.64], [4.13, 0.78, 0.97], [4.16, -0.17, 0.04], [5.32, -0.42, -0.55], [5.29, -1.32, -1.53], [6.43, -1.65, -2.13], [4.16, -1.93, -2.00], [3.08, -1.62, -1.35], [3.00, -0.81, -0.27], [1.79, -2.16, -1.87], [1.75, -3.18, -2.81], [0.52, -3.55, -3.31], [-0.63, -2.91, -2.87], [-0.51, -1.92, -1.90], [0.68, -1.55, -1.42], [5.02, 1.18, 1.23], [3.38, 0.88, 1.63], [7.29, -1.23, -1.83], [6.42, -2.33, -2.87], [2.68, -3.63, -3.13], [0.45, -4.34, -4.05], [-1.61, -3.18, -3.24], [-1.36, -1.41, -1.48], [-0.92, 5.46, -0.84], [-1.64, 5.32, 0.50], [-1.27, 4.08, 1.30], [-1.93, 2.78, 0.85], [-1.72, 2.46, -0.56], [-0.60, 1.99, -1.10], [1.06, 1.74, -0.24], [-0.77, 1.81, -2.42], [0.24, 1.32, -3.35], [1.10, 2.43, -3.94], [2.21, 1.86, -4.82], [3.27, 1.10, -4.03], [-2.06, 2.21, -2.75], [-2.71, 2.26, -3.98], [-4.01, 2.74, -3.96], [-4.62, 3.15, -2.77], [-3.97, 3.09, -1.55], [-2.67, 2.61, -1.57], [-0.99, 6.48, -1.21], [-1.33, 4.81, -1.62], [0.14, 5.23, -0.73], [-2.73, 5.36, 0.35], [-1.40, 6.19, 1.11], [-1.57, 4.21, 2.34], [-0.18, 3.96, 1.30], [-3.01, 2.83, 0.98], [-1.57, 1.92, 1.42], [-0.29, 0.76, -4.13], [0.85, 0.60, -2.80], [1.55, 2.99, -3.12], [0.47, 3.12, -4.49], [2.68, 2.68, -5.37], [1.77, 1.20, -5.58], [3.71, 1.74, -3.27], [4.08, 0.76, -4.68], [2.87, 0.22, -3.54], [-2.24, 1.95, -4.90], [-4.56, 2.80, -4.88], [-5.64, 3.52, -2.80], [-4.46, 3.42, -0.64], [-2.02, 0.65, 3.77], [-2.01, -0.80, 4.21], [-0.86, -1.13, 5.14], [-3.35, -1.22, 4.79], [-1.86, -1.68, 3.00], [-0.89, -1.57, 1.81], [-1.12, -0.51, 0.74], [0.61, -1.25, 2.19], [-0.91, -2.95, 1.08], [-1.00, -4.33, 1.63], [-2.44, -4.61, 1.99], [-0.54, -5.19, 0.47], [-0.06, -4.46, 2.82], [-2.13, 1.28, 4.65], [-2.85, 0.84, 3.10], [-1.08, 0.92, 3.28], [-0.93, -0.51, 6.03], [0.10, -0.93, 4.65], [-0.89, -2.18, 5.44], [-3.57, -0.62, 5.67], [-3.33, -2.27, 5.09], [-4.15, -1.08, 4.06], [-3.10, -4.44, 1.14], [-2.78, -3.99, 2.82], [-2.53, -5.66, 2.29], [-1.18, -5.04, -0.40], [-0.58, -6.24, 0.75], [0.49, -4.95, 0.19], [-0.41, -3.87, 3.67], [0.95, -4.14, 2.56], [-0.02, -5.50, 3.13]], "gap_ev": [7.4, 7.7], "e_tot_ev": -170627.70681, "max_force_ha_per_bohr": 0.0146, "multiplicity": 3, "relative_energy_kj_mol": 24.3, "charge": 2}


{"formula": "C5H11O2", "method": "ωB97M-V with the def2-TZVPD basis set", "elements": ["C", "C", "H", "H", "H", "H", "H", "H", "C", "C", "C", "O", "O", "H", "H", "H", "H", "H"], "positions_angstrom": [[0.99, -1.74, 2.12], [-0.34, -1.59, 2.86], [1.30, -0.79, 1.69], [1.77, -2.15, 2.78], [0.97, -2.51, 1.34], [-0.18, -1.58, 3.94], [-1.07, -2.36, 2.62], [-0.83, -0.65, 2.60], [0.14, 1.46, -0.53], [-1.17, 2.21, -0.74], [0.17, 0.11, -1.39], [-0.85, -0.61, -1.26], [1.21, -0.07, -2.05], [0.95, 2.06, -0.92], [0.22, 1.13, 0.50], [-1.96, 1.49, -0.99], [-1.12, 2.87, -1.60], [-1.52, 2.72, 0.16]], "gap_ev": 7.6, "e_tot_ev": -9459.62830, "max_force_ha_per_bohr": 0.0275, "multiplicity": 1, "relative_energy_kj_mol": 38.7, "charge": -1}